Below is a cluster of 3 separate species, CH9N2O2 in total at a distorted geometry, with properties calculated with the ωB97M-V functional and the def2-TZVPD basis.

Last columns: bonded neighbours and bond lengths (Å).
Cartesian coordinates (Å):
1 N 1.1641 0.8691 0.4753  C2 1.308, H4 1.065, H5 1.060
2 C 0.8279 1.2116 -0.7413  N1 1.308, N3 1.323, H6 1.103
3 N -0.1840 0.6624 -1.3930  C2 1.323, H7 1.011, H8 1.117
4 H 0.5508 0.3495 1.1736  N1 1.065
5 H 1.9705 1.4214 0.8864  N1 1.060
6 H 1.1851 2.1641 -1.1684  C2 1.103
7 H -1.0929 1.0925 -1.2879  N3 1.011
8 H -0.1092 -0.4448 -1.2653  N3 1.117
9 H 0.4441 -2.5561 -0.8323  O11 0.956
10 H -0.9140 -2.4920 -1.5491  O11 0.992
11 O -0.2889 -1.9622 -0.9901  H9 0.956, H10 0.992
12 H -1.3643 0.6338 2.2025  O14 0.969
13 H -1.4163 -0.8187 2.3587  O14 0.969
14 O -0.7729 -0.1304 2.1310  H12 0.969, H13 0.969

- Molar mass: 81.09 g/mol
- Energy relative to the best compared isomer or geometry (same formula, charge and spin): 1.830 eV
- Charge: +1
- E_LUMO: -4.106 eV
- HOMO-LUMO gap: 10.56 eV
- E_HOMO: -0.5391 Ha
- Spin multiplicity: 1
- DFT total energy: -8251.2362 eV